1.
Density functional theory data (ωB97M-V with the def2-TZVPD basis set) for 2 unconnected molecules or ions with the total composition C4H12 in a non-equilibrium geometry.

Geometry (Å):
C -1.0818 -2.2192 1.3062
C -1.3654 -0.7114 1.1061
H -1.9863 -2.7934 1.1078
H -0.3127 -2.5222 0.5928
H -0.7050 -2.4122 2.3053
H -2.1090 -0.6062 0.3078
H -1.6893 -0.2411 2.0266
H -0.4979 -0.2734 0.6605
C 0.6956 2.1062 -1.1537
C 1.6786 0.9104 -1.1779
H 0.5454 2.4388 -2.1759
H -0.2310 1.8419 -0.6496
H 1.2243 2.8614 -0.5806
H 2.5034 0.9292 -0.4726
H 2.0366 0.7868 -2.2079
H 1.2947 -0.0955 -0.9950

The calculation puts the energy above the lowest of the compared OMol25 structures with the same formula, charge and spin at 41.9 kJ/mol. Its structure (SMILES) is CC.CC. Its electronic energy is -159.56903 a.u.

Results of the Mulliken charge analysis, in e, for atoms 1 through 4: number 1, C, carries -0.847; number 2, C, carries -0.465; number 3, H, carries 0.255; number 4, H, carries 0.266

=====

2.
Density functional theory data (ωB97M-V with the def2-TZVPD basis set) for a molecular structure, C10H23Be3BrF2O15S2Si in a non-equilibrium geometry.

Geometry (Å):
C -0.8527 -0.9254 2.4986
Si -2.0576 0.4986 2.4094
S -3.9275 -0.7390 2.4413
O -4.0492 -1.0164 1.0455
O -3.6215 -1.8991 3.2133
F -5.2080 -0.1221 2.9221
H -0.3549 -1.0851 3.4341
H -1.5247 -1.7708 2.2718
H -0.1426 -0.7921 1.7122
H -1.8925 1.1473 1.0166
H -1.8889 1.5118 3.5002
C -4.6346 1.2840 -0.5131
C -3.3290 2.0256 -0.3225
C -3.2812 3.2650 -1.1912
O -2.1683 1.1145 -0.6538
H -4.7450 0.9647 -1.5527
H -4.6729 0.3961 0.0942
H -5.4796 1.9187 -0.2542
H -3.1884 2.3109 0.7320
H -3.3624 2.9990 -2.2481
H -2.3369 3.7930 -1.0620
H -4.0942 3.9416 -0.9411
H -2.2616 0.8581 -1.5806
Be -1.1789 0.4120 -0.2110
C 1.3650 2.8521 -2.0978
O 2.0537 2.4708 -3.0298
O 1.3833 4.0170 -1.6355
O 0.5624 2.1247 -1.4467
O 1.1426 6.2510 0.5702
H 1.4371 7.0978 0.2228
H 1.3433 5.6168 -0.1198
O -0.9238 -1.0565 -0.4687
H -0.6233 -1.9339 -0.5942
C 3.8029 -2.4132 2.0211
C 3.1398 -3.2190 3.1208
O 1.7286 -3.0655 2.7584
C 1.7015 -2.8915 1.4500
O 0.6808 -3.0026 0.7779
O 2.8470 -2.6010 0.9291
F 3.3432 -2.7038 4.3301
H 3.8650 -1.3540 2.2631
H 4.7884 -2.7751 1.7517
H 3.3909 -4.2790 3.1325
Be -1.1273 -2.8629 1.0781
Br -3.6541 2.5837 3.3264
Be -1.5473 -4.5226 2.7934
C 3.2831 -1.2519 -4.5780
C 2.7125 -0.8279 -3.2432
O 3.4001 -1.6377 -2.2856
S 4.8996 -1.9230 -2.7969
O 5.7653 -1.0029 -2.1699
O 5.1157 -3.3136 -2.7359
O 4.6756 -1.4696 -4.3079
H 2.8465 -2.1908 -4.9216
H 3.1605 -0.4963 -5.3466
H 1.6404 -0.9923 -3.1708
H 2.9366 0.2182 -3.0295

The net charge is +2. Its electronic energy is -5426.35103 a.u.

Results of the Mulliken charge analysis, in e, for atoms 1 through 4: number 1, C, carries -0.630; number 2, Si, carries 0.418; number 3, S, carries 1.162; number 4, O, carries -0.628

=====

3.
Density functional theory data (ωB97M-V with the def2-TZVPD basis set) for a gas-phase ion, C7H18N4 (charge +2) in a non-equilibrium geometry.

Geometry (Å):
C -3.3632 1.5911 0.1244
C -2.7542 0.1827 0.0077
C -3.6695 -0.9182 -0.0924
N -1.4593 0.0049 0.0508
C -0.4116 0.9437 0.1180
N 0.6661 0.1349 -0.3441
C 2.0855 0.6112 -0.0094
C 3.1537 -0.3450 -0.5080
N 4.4966 -0.0385 0.1971
C 0.4181 -1.2091 0.0779
N -1.0309 -1.2533 0.0968
H -2.6994 2.2389 0.5902
H -4.1172 1.4331 0.8193
H -3.7830 1.9465 -0.8754
H -4.7064 -0.6135 -0.1083
H -3.5955 -1.8367 0.4764
H -3.4493 -1.3962 -1.0417
H -0.3133 1.2078 1.2880
H -0.5865 1.8091 -0.4784
H 1.9941 0.6604 1.1487
H 2.1266 1.6420 -0.4271
H 3.3810 -0.1738 -1.6467
H 3.0260 -1.3663 -0.3210
H 4.2085 -0.1991 1.1286
H 4.7261 0.8945 -0.1101
H 5.2981 -0.7494 -0.0796
H 0.8060 -1.9553 -0.6132
H 0.8100 -1.4119 1.1326
H -1.2570 -1.8343 -0.6010

The calculation puts the energy above the lowest of the compared OMol25 structures with the same formula, charge and spin at 252.1 kJ/mol. The net charge is +2. Its structure (SMILES) is CC(C)=[N+]1CN(CC[NH3+])CN1. Its electronic energy is -495.84390 a.u.

Results of the Mulliken charge analysis, in e, for atoms 1 through 4: number 1, C, carries -1.454; number 2, C, carries 1.056; number 3, C, carries -1.487; number 4, N, carries 0.557

=====

no.,LUMO level (eV),Kohn-Sham gap (eV)
1,1.15,12.856
2,-10.81,2.066
3,-6.43,10.095